Entry from the Open Molecules 2025 dataset: C25H38N3O4SSi2 as an isolated structure (the ωB97M-V functional and the def2-TZVPD basis).

Values from the calculation:
Charge ... -1
F_max ... 0.0390 Eh/bohr
E_HOMO ... -3.2305 eV
Energy ... -2417.84681 Ha
Gap between HOMO and LUMO ... 0.184 hartree

Geometry (Å):
1 C 0.945994 -7.265511 -1.242663
2 C 0.652709 -7.128888 -2.762929
3 C 1.550014 -6.050571 -3.454549
4 C 0.983258 -4.680030 -3.063755
5 C 1.295829 -4.125552 -1.844709
6 C 0.739846 -2.902886 -1.487999
7 C 1.103388 -2.347426 -0.121489
8 O 0.001332 -1.777134 0.559769
9 N 0.447437 -0.910836 1.626728
10 O 0.783465 0.118742 1.215631
11 C -0.111900 -2.278836 -2.382234
12 C -0.405304 -2.818246 -3.624907
13 C 0.157641 -4.038291 -3.959498
14 N -1.255285 -2.137297 -4.518669
15 C -2.488179 -1.725085 -3.962872
16 C -3.664108 -2.020264 -4.634431
17 C -4.847008 -1.620040 -4.052194
18 C -4.890624 -0.946058 -2.858165
19 C -3.717600 -0.633531 -2.194833
20 C -3.774531 0.094625 -0.852281
21 O -4.552427 -0.732216 0.053039
22 C -3.825317 -1.835809 0.451904
23 C -4.198801 -3.198524 -0.128493
24 O -2.898939 -1.759972 1.229818
25 C -2.520365 -1.028401 -2.769352
26 S -0.918852 -0.710848 -2.030451
27 H 0.651592 -8.251526 -0.871112
28 H 0.316309 -6.544230 -0.707615
29 H 1.996013 -7.026548 -1.045630
30 H 0.702654 -8.099179 -3.268694
31 H -0.368348 -6.732406 -2.850040
32 H 2.600362 -6.147179 -3.166083
33 H 1.377625 -6.159456 -4.531575
34 H 1.965268 -4.604007 -1.134708
35 H 1.959213 -1.664606 -0.240502
36 H 1.451622 -3.204836 0.478646
37 H -0.075672 -4.506934 -4.915494
38 H -1.372767 -2.633739 -5.390276
39 H -3.603723 -2.574948 -5.567940
40 H -5.786018 -1.867060 -4.544848
41 H -5.868166 -0.670090 -2.472904
42 H -4.206896 1.090338 -0.937282
43 H -2.756068 0.107985 -0.444688
44 H -5.189854 -3.181867 -0.595064
45 H -4.211478 -3.950260 0.668020
46 H -3.423108 -3.518845 -0.833445
47 C 3.117000 2.308609 2.608315
48 Si 2.183128 3.950776 2.744758
49 C 0.498246 3.560679 3.517675
50 C 1.892633 4.561802 0.974755
51 N 3.111560 5.006970 3.672299
52 Si 2.661022 6.586087 4.043024
53 C 1.062650 6.694624 5.055321
54 C 2.459417 7.690345 2.516171
55 C 4.029548 7.358117 5.102582
56 H 2.548429 1.590495 2.010666
57 H 4.088039 2.457130 2.130221
58 H 3.277722 1.874900 3.598095
59 H 0.029861 2.704717 3.014128
60 H -0.190476 4.403755 3.429125
61 H 0.608936 3.308954 4.574087
62 H 2.828939 4.898245 0.525350
63 H 1.174280 5.383921 0.944772
64 H 1.488645 3.755120 0.348683
65 H 0.183557 6.476248 4.445300
66 H 0.931302 7.705019 5.464577
67 H 1.090255 5.994661 5.892563
68 H 3.311976 7.576289 1.843974
69 H 2.398177 8.747298 2.807170
70 H 1.546264 7.453544 1.965978
71 H 4.974994 7.368709 4.555654
72 H 4.165634 6.789352 6.024890
73 H 3.778032 8.391914 5.370684

Cartesian forces (eV/Å) of the 6 atoms listed first:
C -0.6 0.3 -0.6
C 0.3 0.5 0.5
C -1.5 0.0 0.4
C 1.4 -1.3 -0.6
C 0.0 0.6 0.3
C -0.2 0.0 0.7

Entry from the Open Molecules 2025 dataset: C25H39BrCrIN4SSb2 as an isolated structure (the ωB97M-V functional and the def2-TZVPD basis).

Values from the calculation:
Charge ... +1
F_max ... 0.0470 Eh/bohr
Multiplicity ... 5
E_HOMO (spin up / spin down) ... -10.3125 / -10.3890 eV
Energy ... -5989.67465 Ha
⟨S²⟩ ... 6.020
Gap between HOMO and LUMO (spin up / spin down) ... 0.287 / 0.288 hartree

Geometry (Å):
1 Cr 0.980559 -0.508207 0.587471
2 C 1.918048 -1.335730 3.464767
3 C 1.260131 -2.551566 2.734586
4 N 1.606595 -2.465886 1.289545
5 C 3.018511 -2.680472 0.909899
6 C 3.598886 -1.467577 0.076803
7 N 3.083767 -0.149487 0.479681
8 C 3.726711 0.386922 1.742924
9 C 2.591595 0.862808 2.701287
10 N 1.543581 -0.111199 2.786359
11 H 1.560146 -1.393814 4.536139
12 H 3.029313 -1.436239 3.393770
13 H 1.656156 -3.497231 3.194597
14 H 0.188212 -2.545403 2.776345
15 H 1.024604 -3.185122 0.811460
16 H 3.653594 -2.859705 1.771308
17 H 3.134759 -3.541782 0.273461
18 H 4.679956 -1.540460 0.066155
19 H 3.267032 -1.649650 -0.985100
20 H 3.386057 0.505996 -0.262031
21 H 4.220580 -0.458457 2.231690
22 H 4.365239 1.239404 1.463507
23 H 3.080971 1.026791 3.695753
24 H 2.133655 1.840141 2.385791
25 H 0.670205 0.291403 3.149495
26 C 0.581699 0.356629 -3.476703
27 Sb -0.005249 0.954323 -1.531609
28 C -2.188009 0.851164 -1.414100
29 C 0.458137 3.037876 -1.923531
30 C -0.775463 3.889886 -2.020330
31 C -1.350985 4.038133 -3.279747
32 C -2.372558 4.946354 -3.509554
33 C -2.985914 5.614556 -2.470910
34 C -2.445564 5.474121 -1.246546
35 C -1.327614 4.642206 -0.982179
36 C -0.807576 4.643577 0.457635
37 Sb -1.221561 2.792593 1.552491
38 C -1.249728 3.780950 3.475450
39 C -3.289749 3.031175 1.261858
40 H 1.645064 0.383870 -3.408052
41 H 0.157061 1.095595 -4.176248
42 H 0.185233 -0.665917 -3.674108
43 H -2.701710 1.730789 -1.829909
44 H -2.399698 0.733870 -0.382554
45 H -2.504606 -0.035110 -1.858138
46 H 1.085435 3.050798 -2.792872
47 H 1.147067 3.345492 -1.117521
48 H -0.901472 3.489776 -4.081575
49 H -2.699071 5.252589 -4.519950
50 H -3.862522 6.312444 -2.580695
51 H -2.814723 6.026909 -0.405788
52 H -1.207005 5.480910 1.060323
53 H 0.290517 4.665877 0.485915
54 H -1.317521 4.850303 3.300255
55 H -0.381998 3.567047 4.064319
56 H -2.101394 3.453198 4.068332
57 H -3.649283 3.618677 2.119618
58 H -3.829168 2.035869 1.293480
59 H -3.589273 3.528371 0.339227
60 S -3.631740 -1.532977 1.400026
61 C -2.066450 -1.295676 1.068530
62 N -0.926097 -1.053739 0.873814
63 Br -2.014655 -4.476209 0.301619
64 C -1.225102 -5.726086 -0.835972
65 C -1.713650 -7.007937 -0.755657
66 C -1.204745 -7.986067 -1.549646
67 C -0.178574 -7.644536 -2.439242
68 C 0.381200 -6.364769 -2.474287
69 C -0.171914 -5.396789 -1.653160
70 I 0.740397 -3.487348 -1.952963
71 H -2.603753 -7.220855 -0.173600
72 H -1.680507 -8.959950 -1.583794
73 H 0.185188 -8.391300 -3.117704
74 H 1.160740 -6.206136 -3.179911

Cartesian forces (eV/Å) of the 6 atoms listed first:
Cr -0.7 0.0 0.0
C -0.7 -1.6 0.5
C 2.1 -0.1 0.2
N -0.5 -1.2 -0.3
C 0.5 1.3 -0.1
C -1.0 -1.6 -0.9

Entry from the Open Molecules 2025 dataset: a 10-piece molecular cluster, C25H39Cl19O3 overall (the ωB97M-V functional and the def2-TZVPD basis).

Values from the calculation:
F_max ... 0.0332 Eh/bohr
Structure (SMILES) ... C#CCC1=C(Cl)C(=O)OC1=O.ClCCCl.ClCCCl.ClCCCl.ClCCCl.ClCCCl.ClCCCl.ClCCCl.ClCCCl.ClCCCl
E_HOMO ... -9.7725 eV
Energy ... -9945.32283 Ha
Gap between HOMO and LUMO ... 0.316 hartree

Geometry (Å):
1 C -5.217777 -3.774594 -5.535070
2 C -4.679422 -4.686481 -4.973093
3 C -3.890535 -5.666523 -4.220056
4 C -2.994578 -4.916462 -3.271644
5 C -2.116034 -3.956828 -3.574017
6 Cl -1.682241 -3.290035 -5.052413
7 C -1.506902 -3.468231 -2.290868
8 O -0.862512 -2.484185 -2.138731
9 O -1.879377 -4.341011 -1.306603
10 C -2.947791 -5.093670 -1.802721
11 O -3.646546 -5.727873 -1.087878
12 H -5.500926 -2.793697 -5.838075
13 H -4.547032 -6.329400 -3.651965
14 H -3.279563 -6.268829 -4.897583
15 Cl -9.546539 -3.565753 -8.409946
16 C -9.345198 -1.913623 -7.774025
17 C -7.964413 -1.687353 -7.215702
18 Cl -7.654864 -2.617545 -5.725546
19 H -10.111487 -1.748348 -7.020955
20 H -9.518126 -1.229110 -8.603185
21 H -7.840559 -0.636859 -6.956614
22 H -7.192659 -1.957143 -7.927778
23 Cl 0.765489 3.004795 -1.937404
24 C 0.641498 1.268841 -2.342170
25 C 0.582690 0.403420 -1.113114
26 Cl 2.133352 0.395921 -0.217751
27 H 1.489045 1.011725 -2.972059
28 H -0.271387 1.142796 -2.922127
29 H 0.377783 -0.625664 -1.401299
30 H -0.191615 0.732114 -0.429842
31 Cl 3.938750 6.552599 0.083659
32 C 3.784570 4.825209 -0.337262
33 C 3.699072 3.944041 0.879196
34 Cl 5.237294 3.896160 1.787943
35 H 4.630867 4.558394 -0.964952
36 H 2.873058 4.718785 -0.920430
37 H 3.476181 2.923332 0.573385
38 H 2.920712 4.278509 1.559862
39 Cl 6.626537 2.665938 7.010751
40 C 6.865279 2.368266 5.267770
41 C 7.618500 1.090489 5.011315
42 Cl 9.318190 1.194926 5.544813
43 H 7.382811 3.227689 4.849818
44 H 5.876804 2.308344 4.815731
45 H 7.631791 0.882629 3.942911
46 H 7.160367 0.247799 5.522262
47 Cl -5.282552 -0.610040 -8.683660
48 C -5.075152 1.036598 -8.028859
49 C -3.698440 1.240804 -7.451677
50 Cl -3.447889 0.275342 -5.972999
51 H -5.846187 1.199713 -7.279301
52 H -5.240542 1.729757 -8.851723
53 H -3.569004 2.286617 -7.178279
54 H -2.925188 0.969192 -8.165475
55 Cl 12.067484 2.412685 9.993000
56 C 12.339164 2.114742 8.256129
57 C 13.100007 0.838669 8.008677
58 Cl 14.791189 0.940922 8.564479
59 H 12.862299 2.975336 7.847392
60 H 11.357790 2.050887 7.787855
61 H 13.128119 0.634109 6.939628
62 H 12.633134 -0.004288 8.511325
63 Cl 3.219431 4.838435 10.627827
64 C 4.893284 4.588270 10.065125
65 C 5.804263 5.720014 10.462893
66 Cl 5.418730 7.231232 9.599812
67 H 4.868029 4.459937 8.985924
68 H 5.244147 3.661491 10.516362
69 H 6.832302 5.463274 10.212360
70 H 5.745880 5.919962 11.529677
71 Cl -6.892545 -4.522265 -2.733892
72 C -6.478375 -4.639131 -1.004698
73 C -7.671618 -4.435196 -0.109840
74 Cl -8.265089 -2.750850 -0.164863
75 H -5.702068 -3.906879 -0.800672
76 H -6.063572 -5.631593 -0.845859
77 H -7.393892 -4.639861 0.922861
78 H -8.494274 -5.089952 -0.384670
79 Cl -4.458213 -1.735235 -2.155510
80 C -4.360136 -1.374675 -0.410519
81 C -4.018546 0.071529 -0.169906
82 Cl -2.349386 0.420796 -0.697369
83 H -3.613555 -2.033527 0.028854
84 H -5.332402 -1.608745 0.023483
85 H -4.078257 0.299854 0.892697
86 H -4.690925 0.738569 -0.703130

Cartesian forces (eV/Å) of the 6 atoms listed first:
C 1.6 0.2 0.3
C 0.1 -0.1 -0.3
C -0.4 0.2 0.3
C 0.2 0.0 -0.8
C -0.1 -0.4 0.8
Cl 0.0 0.1 -0.1

> The lowest F_max belongs to which entry?

C25H39Cl19O3

> What is the F_max in the first record?

0.0390 Eh/bohr